164
Properties=species:S:1:pos:R:3:forces:R:3:mulliken_charge:R:1 method="wB97M-V/def2-TZVPD" orbital_gap_ev=9.21 e_above_lowest_kj_mol=586.1 largest_force_ev_per_a=4.7
C -2.165 2.895 3.981 -0.6 -1.2 0.1 0.44
O -1.850 1.842 3.282 -0.1 2.9 2.3 0.03
N -2.810 2.758 5.255 1.7 0.1 -2.3 -0.29
N -1.976 4.160 3.451 -0.3 -2.3 0.7 -0.28
H -2.963 1.831 5.677 0.1 0.4 -0.7 0.17
H -3.330 3.532 5.619 0.0 0.2 0.0 0.17
H -1.538 4.196 2.526 0.2 0.0 -0.2 0.16
H -1.934 4.982 4.008 -0.2 0.3 0.6 0.20
C 3.816 3.985 -0.273 1.1 -0.9 0.6 0.46
O 2.938 4.489 0.433 0.9 -0.3 -1.4 -0.73
N 4.308 2.660 0.057 -0.1 1.6 -0.8 -0.20
N 4.411 4.644 -1.408 -0.5 -1.7 1.7 -0.30
H 4.161 2.167 0.963 -0.5 1.1 -0.7 0.16
H 5.055 2.245 -0.482 -0.2 0.3 -0.1 0.18
H 5.301 4.311 -1.777 -0.7 0.2 0.3 0.19
H 4.141 5.591 -1.646 -0.1 -0.4 0.4 0.21
C -2.359 -0.804 6.094 1.2 0.8 -1.4 0.18
O -3.362 -0.081 5.824 2.1 -1.9 1.6 -0.70
N -1.220 -0.755 5.179 -2.4 -0.6 2.8 -0.04
N -2.226 -1.656 7.250 -0.7 1.8 -2.4 -0.39
H -0.573 -1.538 5.155 0.0 0.3 0.0 0.22
H -1.292 -0.109 4.402 -0.4 -0.2 0.0 0.03
H -1.371 -2.197 7.379 -0.7 0.4 0.1 0.19
H -2.976 -1.571 7.946 0.9 -0.3 -0.6 0.28
C -4.641 0.377 -1.932 0.6 1.2 0.7 0.21
O -4.410 -0.206 -3.010 -0.9 0.8 1.4 -0.77
N -3.633 1.244 -1.399 -1.9 -1.2 -0.4 0.30
N -5.849 0.237 -1.169 1.6 1.1 0.3 -0.22
H -3.483 1.456 -0.404 -0.7 0.0 -0.7 -0.15
H -2.915 1.496 -2.065 0.0 -0.4 0.2 0.01
H -6.729 -0.068 -1.578 0.8 0.0 -0.4 0.28
H -5.982 0.915 -0.381 0.6 -0.7 -1.0 0.15
C 0.832 -3.979 -3.007 -1.0 -1.1 1.3 0.24
O 0.770 -2.748 -3.127 1.0 -1.4 -0.7 -0.52
N 1.966 -4.830 -3.359 -2.1 2.4 0.4 -0.45
N -0.299 -4.623 -2.397 2.4 0.4 -1.2 -0.18
H 2.844 -4.356 -3.521 -0.3 0.1 0.1 0.25
H 2.049 -5.753 -2.983 -0.3 -0.2 0.2 0.21
H -1.239 -4.225 -2.555 0.8 -0.4 0.2 0.33
H -0.179 -5.594 -2.124 -0.5 0.2 -0.2 0.18
C 1.988 1.558 2.749 -1.0 1.8 -0.2 0.36
O 3.104 1.149 2.505 1.0 -1.0 -0.1 -0.69
N 1.547 2.759 2.194 -0.3 -1.6 1.0 0.08
N 1.065 0.902 3.564 0.0 0.7 -0.1 -0.13
H 2.062 3.243 1.452 0.0 -0.1 0.5 -0.01
H 0.640 3.093 2.478 0.1 0.2 -0.3 0.13
H 1.374 0.319 4.348 0.0 0.6 -0.6 0.31
H 0.204 1.436 3.701 0.2 -0.6 0.1 -0.09
C -0.381 0.265 -4.958 -1.0 -1.2 -0.3 0.38
O -0.683 1.160 -5.748 0.3 -0.9 1.8 -0.68
N -1.319 -0.343 -3.947 2.5 1.3 -2.0 -0.06
N 0.914 -0.352 -5.038 -2.4 0.4 1.3 -0.13
H -1.020 -1.275 -3.679 -0.3 0.3 0.2 0.03
H -2.325 -0.111 -3.884 1.1 -0.2 -0.6 0.14
H 1.065 -1.225 -4.536 0.1 0.3 -0.2 0.19
H 1.506 -0.070 -5.801 -0.3 -0.1 0.0 0.23
C -4.119 -3.806 -1.636 -0.2 0.4 -2.1 0.43
O -3.091 -4.071 -2.286 -1.8 0.9 1.6 -0.79
N -5.012 -2.719 -1.978 1.4 -2.2 1.7 -0.30
N -4.575 -4.721 -0.615 -0.8 0.4 -1.4 -0.48
H -4.693 -1.809 -2.353 0.4 -0.9 -0.3 0.13
H -5.711 -2.563 -1.267 0.0 0.0 0.1 0.26
H -4.337 -5.690 -0.893 0.3 0.9 0.3 0.28
H -5.606 -4.700 -0.600 0.6 0.1 0.2 0.26
C -5.457 -2.438 3.456 0.7 -0.1 0.4 0.38
O -6.393 -1.750 3.904 2.0 -1.3 -0.8 -0.68
N -4.205 -2.720 4.122 -2.4 0.4 -0.5 -0.29
N -5.543 -3.064 2.191 -0.5 0.5 0.1 -0.22
H -3.913 -2.317 5.017 -1.0 0.1 -0.8 0.31
H -3.445 -2.902 3.512 0.6 -0.2 -0.5 0.13
H -6.308 -2.817 1.570 0.1 0.3 0.9 0.19
H -4.964 -3.756 1.723 0.5 0.3 1.0 0.16
C 0.507 -2.973 3.633 -1.2 0.3 -0.3 0.28
O 0.668 -2.937 4.874 0.6 0.4 -2.6 -0.79
N 1.184 -2.190 2.601 -1.9 -2.5 1.5 0.61
N -0.633 -3.774 3.176 1.5 0.6 -0.2 -0.08
H 0.697 -2.303 1.706 0.3 0.3 0.2 -0.63
H 1.756 -1.351 2.719 -0.6 -0.6 0.5 0.06
H -0.749 -4.126 2.213 0.7 0.8 0.5 0.07
H -0.893 -4.515 3.824 0.4 0.5 0.1 0.32
C 1.399 -6.167 0.664 0.3 1.8 0.3 0.39
O 0.617 -6.938 0.189 -1.6 -0.7 -1.3 -0.68
N 2.543 -6.627 1.265 0.1 2.8 0.3 -0.29
N 1.204 -4.720 0.666 1.4 -3.1 0.9 0.46
H 3.060 -5.903 1.763 0.4 -0.6 -0.1 0.16
H 2.758 -7.589 1.370 -0.3 -0.5 0.0 0.22
H 0.534 -4.248 0.073 0.1 -0.2 0.0 -0.13
H 1.931 -4.236 1.181 -0.5 0.3 -0.4 -0.25
C -5.287 1.300 2.172 0.1 -0.8 0.5 0.30
O -5.001 2.020 1.215 0.1 -0.3 0.3 -0.66
N -4.353 0.917 3.185 -4.6 -0.7 -0.5 0.29
N -6.663 0.785 2.210 1.3 -0.1 0.4 -0.41
H -3.417 1.237 3.437 -0.2 0.3 -1.2 -0.44
H -4.855 0.513 3.981 0.5 -0.1 -0.4 0.29
H -7.263 1.001 1.406 1.0 0.3 0.5 0.27
H -6.979 -0.089 2.660 1.0 0.7 0.2 0.21
C -2.108 6.057 0.160 0.8 1.2 0.5 -1.74
C -1.964 4.584 -0.033 -0.4 -0.2 0.7 0.58
C -1.847 4.153 -1.457 -0.6 -1.0 -0.3 0.36
O -0.729 4.729 -2.010 1.9 0.1 -1.3 -0.44
C -0.021 3.871 -2.955 -0.8 0.5 0.7 -0.17
N -0.796 4.104 0.793 -0.8 0.4 -0.6 -0.47
H -1.110 6.491 0.079 0.0 0.3 -0.3 0.37
H -2.387 6.241 1.194 -0.3 0.1 0.1 0.41
H -2.781 6.622 -0.501 0.1 -0.6 0.1 0.37
H -2.898 4.145 0.351 0.4 -0.4 0.1 0.06
H -2.751 4.375 -2.064 0.2 -0.1 0.4 0.64
H -1.740 3.056 -1.388 0.1 0.1 -0.4 -0.67
H 0.989 4.230 -3.138 -0.1 0.4 0.1 0.20
H -0.564 3.789 -3.894 -0.1 0.1 -0.2 0.31
H 0.032 2.893 -2.506 0.2 -0.6 0.1 -0.20
H -0.717 3.112 0.630 0.0 -0.5 0.1 -0.16
H 0.078 4.475 0.412 -0.3 0.2 0.0 0.30
C -2.651 -1.105 1.041 -0.1 -2.9 -0.5 -0.02
C -1.527 -0.950 0.051 1.8 0.5 -0.9 0.87
C -0.502 0.150 0.399 -0.2 -0.2 -0.2 1.18
O 0.146 0.552 -0.861 -1.0 -0.7 1.2 1.19
C 1.545 0.543 -0.806 0.5 0.8 0.6 -0.17
N -0.852 -2.290 -0.237 -0.5 1.0 1.4 0.34
H -2.266 -1.489 1.989 0.0 0.7 0.3 -0.15
H -3.169 -2.029 0.680 -0.1 0.5 0.1 0.14
H -3.443 -0.381 1.138 0.3 0.7 0.1 -0.55
H -1.834 -0.586 -0.917 -0.9 0.1 -0.3 0.19
H 0.185 -0.178 1.219 -0.1 0.3 -0.9 -0.92
H -1.076 0.995 0.825 0.3 -0.1 -0.3 -1.10
H 1.859 1.408 -0.182 0.3 -0.3 -0.7 -0.01
H 1.980 0.577 -1.832 -0.5 0.0 0.8 -0.23
H 1.907 -0.329 -0.259 0.2 -0.4 -0.2 -0.06
H -1.626 -2.882 -0.511 0.3 -0.4 -0.3 -0.01
H -0.211 -2.218 -1.024 -0.3 0.2 -0.2 -0.25
C 5.118 5.169 -5.873 -0.6 0.7 -2.0 -1.19
C 3.655 4.795 -6.323 -0.1 -0.8 1.6 0.06
C 3.263 3.365 -5.810 -0.2 0.6 -2.0 -0.68
O 3.385 3.359 -4.457 0.9 1.5 1.6 0.00
C 3.029 2.222 -3.782 -0.7 -1.8 -0.7 -0.17
N 2.650 5.765 -5.713 1.1 -1.3 -0.8 -0.65
H 5.927 4.560 -6.302 -0.4 -0.4 0.4 0.37
H 5.234 5.298 -4.807 -0.1 -0.2 0.3 0.18
H 5.289 6.136 -6.373 0.1 0.1 0.5 0.39
H 3.572 4.725 -7.421 0.0 0.5 0.4 0.44
H 3.908 2.597 -6.314 -0.3 0.3 0.4 0.36
H 2.213 3.178 -6.088 0.1 -0.1 -0.2 0.31
H 3.614 1.364 -4.208 -0.5 0.2 0.5 0.37
H 1.943 1.993 -3.871 0.5 0.0 -0.2 0.00
H 3.216 2.322 -2.729 0.4 0.3 0.4 -0.22
H 2.987 5.907 -4.768 -0.3 0.1 0.1 0.21
H 2.709 6.654 -6.184 0.1 0.3 -0.1 0.26
C 4.130 -2.648 0.333 -1.3 0.4 -0.5 -0.48
C 5.099 -3.582 1.003 0.6 0.0 0.2 0.48
C 6.470 -2.881 1.294 0.0 -1.4 0.9 -0.64
O 7.478 -3.300 0.363 -0.8 0.3 2.0 -0.38
C 7.530 -2.490 -0.750 -0.2 -0.5 -1.0 -0.59
N 4.376 -4.160 2.168 0.6 0.0 -0.4 -0.52
H 4.073 -1.666 0.808 0.4 0.1 0.2 0.36
H 3.102 -3.017 0.417 0.3 -0.1 -0.2 -0.45
H 4.273 -2.454 -0.732 0.4 -0.2 0.1 0.40
H 5.420 -4.416 0.374 -0.4 0.0 -0.2 0.27
H 6.806 -3.322 2.246 0.0 0.4 -0.1 0.28
H 6.378 -1.781 1.410 0.2 -0.5 -0.3 0.32
H 6.602 -2.641 -1.342 0.4 0.6 0.0 0.23
H 8.354 -2.943 -1.293 0.2 0.6 -0.6 0.26
H 7.697 -1.434 -0.486 0.0 -0.2 -0.3 0.27
H 4.979 -4.656 2.822 0.1 0.2 -0.2 0.29
H 3.948 -3.403 2.667 -0.3 0.3 0.5 0.07